Density functional theory data (wB97M-V/def2-TZVPD) for CH4Cl2OSi in the gas phase.

Output
DFT total energy ... -36075.987 eV
HOMO energy ... -10.923 eV
Total charge ... 0
Energy above the lowest of the compared OMol25 structures with the same formula, charge and spin ... 36.9 kJ/mol
M ... 131.03 g/mol
SMILES ... C[Si](O)(Cl)Cl
Frontier orbital gap ... 11.4 eV

CARTESIAN COORDINATES (ANGSTROEM)
C 1.1943 -0.0286 0.5985
O -1.6612 0.4779 0.4343
Si -0.4894 -0.1920 -0.4853
Cl -0.8525 -2.2520 -0.7206
Cl -0.4982 0.9052 -2.2160
H 1.0116 0.4636 1.4716
H 1.7614 -0.8933 0.9507
H 1.8933 0.4652 -0.1638
H -2.3593 1.0540 0.1306

Density functional theory data (wB97M-V/def2-TZVPD) for 2 unconnected molecules or ions with the total composition CH4Cl2P2.

Output
DFT total energy ... -44720.811 eV
HOMO energy ... -8.648 eV
Total charge ... 0
Energy above the lowest of the compared OMol25 structures with the same formula, charge and spin ... 356.3 kJ/mol
M ... 148.90 g/mol
Frontier orbital gap ... 7.6 eV

CARTESIAN COORDINATES (ANGSTROEM)
C -1.0640 -0.0501 -0.0532
P 1.1950 -1.2593 0.1876
P -0.6143 1.6259 0.3381
Cl -1.9314 -0.8264 1.1800
Cl -1.6968 -0.4872 -1.6419
H 1.0517 -2.2330 1.1321
H 0.5214 -1.7406 -0.8921
H -0.3225 2.0666 -0.9345
H -1.9531 2.1699 0.0331

Density functional theory data (wB97M-V/def2-TZVPD) for a molecular structure, CH4Cl2P2.

Output
DFT total energy ... -44720.867 eV
HOMO energy ... -7.764 eV
Total charge ... 0
Energy above the lowest of the compared OMol25 structures with the same formula, charge and spin ... 350.9 kJ/mol
M ... 148.90 g/mol
Frontier orbital gap ... 7.9 eV

CARTESIAN COORDINATES (ANGSTROEM)
C -1.4676 0.4388 0.7512
P 1.1526 0.0694 -1.3562
P 0.2336 -0.0050 0.6481
Cl -2.2636 -0.5333 -0.4957
Cl -1.7358 2.1831 0.2511
H 2.3396 -0.6799 -1.2452
H 0.5018 -1.0493 -1.5031
H 1.0362 0.7481 1.4834
H 0.2031 -1.1719 1.4664

Density functional theory data (wB97M-V/def2-TZVPD) for 2 unconnected molecules or ions with the total composition CH4Cl3NSi.

Output
DFT total energy ... -48039.436 eV
HOMO energy ... -9.556 eV
Total charge ... 0
Energy above the lowest of the compared OMol25 structures with the same formula, charge and spin ... 0.0 kJ/mol
M ... 164.50 g/mol
SMILES ... Cl[SiH](Cl)Cl.C=N
Frontier orbital gap ... 10.1 eV

CARTESIAN COORDINATES (ANGSTROEM)
C -1.8844 0.1154 1.4809
N -1.6459 -1.0809 1.7338
Si 1.8281 0.3020 -1.3081
Cl 1.3094 -1.5693 -0.9816
Cl 1.0057 0.7479 -3.1024
Cl 3.7927 0.5099 -1.3965
H -2.2841 0.6783 2.2982
H 1.4369 1.4534 -0.4145
H -2.0300 0.7408 0.6039
H -1.5283 -1.8975 1.0864

Density functional theory data (wB97M-V/def2-TZVPD) for a gas-phase ion, CH4ClN2 (charge +1).

Output
DFT total energy ... -16595.195 eV
HOMO energy ... -16.395 eV
Total charge ... +1
Energy above the lowest of the compared OMol25 structures with the same formula, charge and spin ... 287.6 kJ/mol
M ... 79.51 g/mol
SMILES ... NC(=[NH2+])Cl
Frontier orbital gap ... 10.9 eV

CARTESIAN COORDINATES (ANGSTROEM)
C 0.2241 0.3156 0.4004
N -0.3790 0.6824 -1.2879
N -0.2064 -0.7999 0.8356
Cl 1.2316 1.4253 1.0421
H -0.4802 -0.3401 -1.6665
H 0.5167 1.0600 -1.5309
H -0.9248 -1.3064 0.4405
H 0.0180 -1.0368 1.7666

Density functional theory data (wB97M-V/def2-TZVPD) for a gas-phase ion, CH4ClN2O (charge +1).

Output
DFT total energy ... -18643.130 eV
HOMO energy ... -15.398 eV
Total charge ... +1
Energy above the lowest of the compared OMol25 structures with the same formula, charge and spin ... 58.0 kJ/mol
M ... 95.51 g/mol
SMILES ... N/C(Cl)=[NH+]/O
Frontier orbital gap ... 10.9 eV

CARTESIAN COORDINATES (ANGSTROEM)
C 0.0982 0.4129 0.3390
N -1.0009 0.9239 0.8235
N 0.1665 -0.8050 -0.4398
O 1.3411 -1.2769 -0.9262
Cl 1.6052 1.0837 0.6579
H -1.9229 0.5486 0.6462
H -0.9202 1.7388 1.4259
H -0.6808 -1.3358 -0.6234
H 1.3138 -1.2903 -1.9032

Density functional theory data (wB97M-V/def2-TZVPD) for a gas-phase ion, CH4ClN2O (charge +1).

Output
<S²> ... 2.0072
DFT total energy ... -18637.752 eV
2S+1 ... 3
HOMO energy (alpha / beta) ... -11.433 / -16.022 eV
Total charge ... +1
Energy above the lowest of the compared OMol25 structures with the same formula, charge and spin ... 241.4 kJ/mol
M ... 95.51 g/mol
Frontier orbital gap (alpha / beta) ... 7.6 / 7.3 eV

CARTESIAN COORDINATES (ANGSTROEM)
C -0.1079 -0.6753 -0.0996
N 1.1317 -1.0440 -0.0296
N -0.0968 1.0579 0.0522
O -1.3792 1.5758 -0.0766
Cl -1.5520 -1.4334 -0.0321
H 1.8224 -0.2616 0.0743
H 1.4752 -2.0897 0.0849
H 0.5442 1.3546 -0.8408
H -1.8377 1.5156 0.8672

Density functional theory data (wB97M-V/def2-TZVPD) for 2 unconnected molecules or ions with the total composition CH4ClN2S.

Output
DFT total energy ... -27430.619 eV
HOMO energy ... -13.979 eV
Total charge ... +1
Energy above the lowest of the compared OMol25 structures with the same formula, charge and spin ... 201.9 kJ/mol
M ... 111.58 g/mol
Frontier orbital gap ... 7.5 eV

CARTESIAN COORDINATES (ANGSTROEM)
C -0.2085 -0.2411 -0.0047
N -0.2250 0.9822 0.5259
N -0.5840 -1.3719 0.5337
S 1.0991 -0.2624 -2.1186
Cl 1.9570 1.4586 -1.8460
H -0.5969 1.3034 1.3368
H 0.0169 1.8323 -0.0097
H -1.0462 -1.5120 1.5438
H -0.4125 -2.1889 0.0388

Density functional theory data (wB97M-V/def2-TZVPD) for a molecular structure, CH4ClNO.

Output
DFT total energy ... -17161.242 eV
HOMO energy ... -9.722 eV
Total charge ... 0
Energy above the lowest of the compared OMol25 structures with the same formula, charge and spin ... 120.8 kJ/mol
M ... 81.50 g/mol
Frontier orbital gap ... 10.3 eV

CARTESIAN COORDINATES (ANGSTROEM)
C -0.0760 0.1294 -0.2695
N -0.7635 -0.8497 0.3191
O -0.2365 1.3803 0.2306
Cl 2.0769 -0.3709 0.0349
H -0.0925 0.0220 -1.2625
H -0.7334 -0.6358 1.2896
H -0.3141 -1.7425 -0.0700
H 0.1390 2.0672 -0.2722

Density functional theory data (wB97M-V/def2-TZVPD) for a gas-phase ion, CH4ClNO2P (charge -1).

Output
DFT total energy ... -28500.970 eV
HOMO energy ... -3.242 eV
Total charge ... -1
Energy above the lowest of the compared OMol25 structures with the same formula, charge and spin ... 194.9 kJ/mol
M ... 128.48 g/mol
SMILES ... [O-]P(Cl)NCO
Frontier orbital gap ... 7.2 eV

CARTESIAN COORDINATES (ANGSTROEM)
C 0.4248 0.3256 0.2708
N -0.7660 -0.3881 -0.1646
O 0.2984 1.7000 0.5995
O -3.1274 -1.3986 -0.4077
P -2.3541 -0.6488 0.5913
Cl -2.8789 1.3984 0.2760
H -0.4087 2.0422 0.0328
H 0.8981 -0.1357 1.1547
H 1.1242 0.1956 -0.5876
H -0.5236 -1.3384 -0.4303

Density functional theory data (wB97M-V/def2-TZVPD) for 2 unconnected molecules or ions with the total composition CH4ClNOP2.

Output
DFT total energy ... -35735.191 eV
HOMO energy (alpha / beta) ... -8.969 / -8.407 eV
Total charge ... 0
Energy above the lowest of the compared OMol25 structures with the same formula, charge and spin ... 154.0 kJ/mol
M ... 143.45 g/mol
Frontier orbital gap (alpha / beta) ... 7.7 / 6.8 eV

CARTESIAN COORDINATES (ANGSTROEM)
C 1.7904 0.1192 0.4438
N -0.4954 -1.2780 -0.1176
O -1.3245 -2.1712 -0.3061
P -1.5361 0.8901 -0.1002
P 1.0845 -1.5478 0.1001
Cl -3.5471 1.3839 0.0923
H 2.3326 0.0636 1.3803
H 0.8426 0.7360 0.4293
H 2.3117 0.6275 -0.3624
H -1.4586 1.1767 -1.5595

Density functional theory data (wB97M-V/def2-TZVPD) for 2 unconnected molecules or ions with the total composition CH4ClO.

Output
DFT total energy ... -15673.295 eV
HOMO energy ... -3.599 eV
Total charge ... -1
Energy above the lowest of the compared OMol25 structures with the same formula, charge and spin ... 44.3 kJ/mol
M ... 67.49 g/mol
Frontier orbital gap ... 7.2 eV

CARTESIAN COORDINATES (ANGSTROEM)
Cl -0.7471 -4.1741 0.8290
C 0.3019 0.9122 -0.3764
O -0.6275 0.6297 0.6696
H 0.2216 1.9170 -0.7912
H 1.2893 0.8445 0.0803
H 0.2889 0.1894 -1.1922
H -0.7272 -0.3186 0.7808

Density functional theory data (wB97M-V/def2-TZVPD) for 2 unconnected molecules or ions with the total composition CH4ClO3P.

Output
DFT total energy ... -29053.551 eV
HOMO energy ... -10.326 eV
Total charge ... 0
Energy above the lowest of the compared OMol25 structures with the same formula, charge and spin ... 177.1 kJ/mol
M ... 130.47 g/mol
SMILES ... O=POCl.CO
Frontier orbital gap ... 9.3 eV

CARTESIAN COORDINATES (ANGSTROEM)
C 1.2947 -0.6980 -0.3640
O -2.1300 -0.2239 1.5938
O 1.2681 -1.9863 -0.7763
O -1.6643 1.6077 0.1040
P -1.3318 0.9823 1.5792
Cl -1.6296 3.2499 -0.3763
H 2.2619 -0.2583 -0.3234
H 0.9650 -0.5313 0.7177
H 0.6288 -0.0709 -0.9491
H 0.3372 -2.0712 -1.2056

Density functional theory data (wB97M-V/def2-TZVPD) for a molecular structure, CH4ClPS.

Output
DFT total energy ... -33744.429 eV
HOMO energy (alpha / beta) ... -8.668 / -8.422 eV
Total charge ... 0
Energy above the lowest of the compared OMol25 structures with the same formula, charge and spin ... 390.3 kJ/mol
M ... 114.54 g/mol
Frontier orbital gap (alpha / beta) ... 7.1 / 7.9 eV

CARTESIAN COORDINATES (ANGSTROEM)
C 0.8372 0.0016 1.6730
P -0.6718 0.3472 -1.1752
S 0.1930 -1.4115 -1.1396
Cl -0.4063 1.0269 1.4110
H 1.8615 0.2631 1.3356
H 0.4044 -1.0771 1.7998
H -0.2862 0.6116 -2.4226
H -1.9318 0.2382 -1.4818

Density functional theory data (wB97M-V/def2-TZVPD) for a molecular structure, CH4CsO.

Output
DFT total energy ... -3690.525 eV
HOMO energy ... -14.756 eV
Total charge ... +1
Energy above the lowest of the compared OMol25 structures with the same formula, charge and spin ... 117.0 kJ/mol
M ... 164.95 g/mol
Frontier orbital gap ... 11.0 eV

CARTESIAN COORDINATES (ANGSTROEM)
Cs -0.8723 0.9261 -2.3437
C -0.1990 -0.2767 0.3223
O 1.0775 0.1658 0.0464
H -0.8014 -0.1128 -0.5712
H -0.2912 -1.3306 0.5849
H -0.5170 0.4016 1.1140
H 1.6034 0.2266 0.8472

Density functional theory data (wB97M-V/def2-TZVPD) for CH4F2NP in the gas phase.

Output
DFT total energy ... -17315.987 eV
HOMO energy ... -9.119 eV
Total charge ... 0
Energy above the lowest of the compared OMol25 structures with the same formula, charge and spin ... 129.1 kJ/mol
M ... 99.02 g/mol
SMILES ... CNP(F)F
Frontier orbital gap ... 9.7 eV

CARTESIAN COORDINATES (ANGSTROEM)
C 1.3025 0.1358 -0.0574
N 0.0601 -0.4178 0.4645
F -2.7855 -0.7588 0.2864
F -1.7580 1.5917 0.2394
P -1.7031 0.1544 -0.5629
H 1.1431 1.2012 -0.2760
H 2.0271 -0.1936 0.6998
H 1.6397 -0.2322 -1.1555
H 0.0742 -1.4806 0.3616

Density functional theory data (wB97M-V/def2-TZVPD) for 2 unconnected molecules or ions with the total composition CH4F2Si.

Output
DFT total energy ... -14413.758 eV
HOMO energy ... -10.378 eV
Total charge ... 0
Energy above the lowest of the compared OMol25 structures with the same formula, charge and spin ... 405.5 kJ/mol
M ... 82.12 g/mol
Frontier orbital gap ... 9.4 eV

CARTESIAN COORDINATES (ANGSTROEM)
C 0.1920 -0.2745 -0.3469
F -2.5952 -1.4927 -0.1376
F -1.8422 1.8820 -0.4088
Si -1.1799 0.6878 0.4170
H 0.5056 -0.2144 -1.4573
H 1.0876 -0.1476 0.3509
H -0.2360 -1.3781 -0.2792
H -1.1734 1.1263 1.7964

Density functional theory data (wB97M-V/def2-TZVPD) for 2 unconnected molecules or ions with the total composition CH4FNO7PS.

Output
DFT total energy ... -39768.956 eV
HOMO energy ... -5.273 eV
Total charge ... -1
M ... 224.08 g/mol
Frontier orbital gap ... 8.0 eV

CARTESIAN COORDINATES (ANGSTROEM)
O 3.9744 -1.4892 1.6241
S 2.9404 -0.7220 0.8817
O 2.2974 -1.4573 -0.2143
F 3.7518 0.5465 0.2150
N 1.8555 -0.0831 2.0255
P 0.1550 0.0153 1.5468
O -0.4532 -1.4541 1.0176
O -0.0752 1.2367 0.4568
H 1.9718 -0.5121 2.9417
H -0.2171 -1.6673 0.0977
H -0.8147 1.0187 -0.1774
C -2.6895 0.8281 -2.1893
O -3.1732 0.8102 -3.3509
O -3.6362 1.1053 -1.2188
O -1.5158 0.6374 -1.8016
H -4.3713 1.1871 -1.8546

Density functional theory data (wB97M-V/def2-TZVPD) for 2 unconnected molecules or ions with the total composition CH4FNP2.

Output
DFT total energy ... -23883.477 eV
HOMO energy (alpha / beta) ... -8.832 / -8.832 eV
Total charge ... 0
Energy above the lowest of the compared OMol25 structures with the same formula, charge and spin ... 340.1 kJ/mol
M ... 111.00 g/mol
Frontier orbital gap (alpha / beta) ... 8.2 / 8.2 eV

CARTESIAN COORDINATES (ANGSTROEM)
C 2.6133 -0.1361 0.1206
N 2.4833 -1.3410 -0.1952
F 3.6884 0.5694 0.2205
P -0.6726 -0.2197 0.3748
P 0.6096 1.5190 -0.1417
H 1.5713 -1.5903 -0.3828
H -0.6259 0.4696 1.6465
H -1.8942 0.2157 -0.0637
H 0.8499 1.3916 -1.4278

Density functional theory data (wB97M-V/def2-TZVPD) for 2 unconnected molecules or ions with the total composition CH4FNP2.

Output
DFT total energy ... -23885.106 eV
HOMO energy ... -6.866 eV
Total charge ... 0
Energy above the lowest of the compared OMol25 structures with the same formula, charge and spin ... 183.0 kJ/mol
M ... 111.00 g/mol
Frontier orbital gap ... 6.4 eV

CARTESIAN COORDINATES (ANGSTROEM)
C 1.6843 -0.5525 0.6949
N -0.1832 0.2857 -1.0234
F -3.0670 0.9974 -0.2268
P -0.6687 1.0614 -2.2293
P -0.1773 -0.4486 0.3611
H 1.8982 -1.5817 0.8554
H 2.0061 -0.0049 1.5430
H 2.1171 -0.0850 -0.1636
H -3.6095 0.3282 0.1887